Entry 1:
C32H36BrCsN4O5 as an isolated structure, computed with wB97M-V/def2-TZVPD.

Structure (XYZ):
```
79
Properties=species:S:1:pos:R:3:forces:R:3
Cs 0.4366 0.6898 -0.2756 -0.451 -0.449 0.341
Br -0.2994 0.8362 3.5309 -0.066 -0.182 0.041
O -0.4571 -5.5871 -1.3067 -0.010 -0.017 0.023
O -1.8248 -3.4646 -1.7419 -0.106 0.012 -0.004
O 3.0985 0.2669 0.0500 -0.028 -0.039 0.201
O 1.5972 -2.6893 -1.0121 -0.063 -0.060 -0.091
O -0.6189 2.8108 -1.5975 -0.473 0.307 0.011
N 1.2495 3.0562 -2.9553 0.229 0.188 -0.315
N -1.0980 -2.7521 0.3273 -0.518 -0.251 -0.363
N -1.3694 -2.3120 1.5216 0.270 0.308 0.205
N 1.9687 2.1569 -2.1599 0.173 0.190 -0.059
C -1.9423 -5.2897 4.6035 -0.008 -0.062 0.075
C -0.4888 -1.6200 2.1699 0.096 -0.182 -0.155
C 1.6540 -2.7759 -2.4310 0.038 -0.099 -0.073
C -0.8284 5.6123 -5.4965 0.004 0.014 -0.022
C -1.7552 -4.0032 4.1208 -0.002 0.029 0.037
C -1.3155 -5.9003 -0.3988 -0.056 -0.045 0.020
C -2.3762 -7.5391 1.0805 -0.022 -0.019 0.026
C -2.2441 -4.9389 0.1181 0.077 -0.041 -0.001
C 3.2531 2.2394 -2.3341 0.042 0.121 -0.148
C -0.1200 4.7533 -4.6714 -0.023 -0.013 0.038
C -2.0351 4.5499 -3.2461 0.046 -0.029 0.007
C -1.2761 -1.5479 4.6120 0.016 0.056 0.009
C 1.2105 -1.4761 -3.0610 -0.043 0.109 0.463
C 0.0106 3.2697 -2.5938 0.455 -0.163 -0.078
C -0.7865 -1.0560 3.4722 0.041 0.213 0.008
C -1.7825 -4.4866 6.8579 0.004 0.016 0.001
C -1.5843 -3.2038 6.3763 0.008 0.001 -0.018
C 5.3702 -0.2865 -0.2597 0.004 0.032 -0.008
C -1.5496 -2.9372 5.0016 -0.042 -0.119 -0.029
C -0.7154 4.2096 -3.5318 -0.157 0.044 0.049
C -2.1468 5.9471 -5.2024 -0.004 0.007 -0.007
C -1.9547 -5.5394 5.9692 -0.002 -0.006 -0.025
C 3.8217 3.2754 -3.2906 -0.038 -0.030 -0.005
C 4.1186 0.5071 -0.6437 0.242 -0.006 -0.131
C -1.4199 -7.2113 0.1378 0.040 0.013 -0.011
C 2.1632 -3.6938 1.0850 -0.029 -0.013 -0.002
C -2.7467 5.4106 -4.0723 -0.020 0.008 -0.004
C -2.1429 -3.5191 -0.3854 0.144 0.030 -0.090
C -3.2858 -6.5944 1.5503 -0.020 -0.011 -0.012
C -3.1974 -5.2954 1.0529 0.017 -0.013 -0.036
C 2.1704 -3.8529 -0.4190 0.037 0.124 0.056
C 4.2432 1.3999 -1.7029 0.010 -0.025 -0.030
H 4.9107 3.2287 -3.3066 0.005 -0.005 -0.005
H 1.3037 -1.5245 -4.1453 -0.007 0.000 -0.020
H 3.4290 3.1215 -4.2974 -0.006 0.004 -0.002
H -3.8862 -4.5319 1.4055 -0.009 -0.001 0.012
H -4.0397 -6.8596 2.2815 -0.002 0.005 0.001
H 2.6200 -2.7438 1.3688 0.020 0.004 -0.011
H 1.8127 -0.6437 -2.6876 0.084 -0.010 -0.139
H 6.2484 -0.0154 -0.8481 0.003 -0.004 0.003
H 0.4725 -1.3727 1.7156 -0.056 -0.051 0.186
H 5.2426 1.5075 -2.1073 0.004 -0.013 0.001
H -2.4758 4.1127 -2.3591 -0.009 0.008 -0.002
H -0.7217 -7.9541 -0.2325 -0.007 -0.008 0.006
H 1.0300 -3.6168 -2.7600 0.027 0.016 -0.007
H -1.7995 -4.6635 7.9270 0.000 -0.002 -0.001
H 1.1475 -3.7342 1.4812 -0.001 -0.008 0.002
H -1.4067 -0.8377 5.4208 0.004 0.008 -0.010
H 3.5025 4.2750 -2.9913 0.007 0.000 -0.011
H -0.3529 6.0260 -6.3795 0.006 -0.004 0.003
H -2.1097 -6.5462 6.3382 0.003 -0.001 -0.001
H 1.5987 -4.7349 -0.7257 0.017 -0.005 -0.018
H -2.0980 -6.0932 3.8943 0.011 0.021 -0.010
H -1.7950 -3.8292 3.0573 0.009 0.001 0.004
H 0.9049 4.4795 -4.8814 0.007 0.001 -0.004
H -1.4386 -2.3844 7.0716 0.000 -0.002 0.006
H 3.2044 -3.9457 -0.7796 0.002 -0.015 -0.015
H 2.6925 -2.9918 -2.7185 0.001 -0.016 -0.009
H 5.1642 -1.3515 -0.3963 -0.016 0.001 -0.004
H 5.5812 -0.1338 0.8017 -0.009 0.012 0.002
H -3.7748 5.6626 -3.8351 0.001 -0.003 0.005
H -2.6991 6.6184 -5.8508 0.001 -0.001 0.000
H -1.2149 -4.2508 -1.8572 0.053 0.025 -0.028
H -3.0878 -2.9955 -0.2085 0.023 0.026 0.012
H 2.7267 -4.5096 1.5420 0.006 0.004 0.015
H 0.1686 -1.2747 -2.8083 -0.099 -0.049 -0.115
H -0.2082 -2.6403 -0.1679 0.124 0.106 0.255
H -2.4200 -8.5580 1.4556 -0.006 0.004 0.002
```
Forces are in eV/Å.

Calculated values
Molecular weight: 769.472 g/mol
Highest occupied orbital energy: -1.14 eV
LUMO level: 0.14237 Ha
Total charge: -2
Gap between HOMO and LUMO: 5.01 eV
Total energy: -4430.387303 Ha

Entry 2:
C32H36CuN4O2 as an isolated structure, computed with wB97M-V/def2-TZVPD.

Structure (XYZ):
```
75
Properties=species:S:1:pos:R:3:forces:R:3
Cu -0.6108 -0.0243 0.9086 -0.012 0.218 -0.177
O -1.8480 1.1408 -0.0223 0.060 -0.312 -0.125
O -0.1664 -0.8115 2.6126 0.091 -0.194 -0.018
N 1.5346 -1.1670 0.1988 0.077 0.006 -0.337
N 0.1654 1.6850 1.3369 -0.120 0.062 0.050
N -0.9039 -1.3465 -0.8394 -0.171 -0.121 0.440
N -0.2976 2.7382 0.5476 0.067 -0.097 0.040
C -4.5048 -1.9654 -1.2535 0.050 0.019 -0.016
C 4.6683 0.2207 1.5155 -0.013 -0.008 -0.013
C 2.7511 -1.0611 0.9165 -0.150 0.087 -0.110
C 4.9736 -0.7067 2.4997 -0.009 0.000 -0.023
C 0.9423 -1.0828 4.6760 0.032 0.035 -0.023
C -3.2295 2.9027 -1.6127 0.045 0.033 -0.013
C 3.0476 -2.0226 1.8778 0.119 -0.018 0.055
C -2.0261 5.2907 -2.3431 -0.006 0.018 -0.018
C 1.4066 -1.9399 -0.7947 -0.280 0.055 0.126
C 2.4802 -2.8068 -1.3827 0.078 0.041 0.037
C -2.0036 3.2575 -1.0602 0.033 0.030 0.004
C -4.7897 -1.1793 -2.3586 0.032 -0.020 0.030
C -3.7840 -0.4419 -2.9620 0.014 -0.001 0.037
C -2.2180 -1.3090 -1.3949 0.071 -0.036 0.102
C 3.1943 1.0656 -0.3501 0.007 0.017 -0.056
C 3.5510 0.0627 0.7067 0.009 -0.022 0.119
C -1.4066 4.4589 -1.4273 0.031 0.011 0.022
C 1.4401 3.3552 2.5412 -0.014 0.060 0.006
C 0.6607 -0.2705 3.4386 -0.152 -0.008 -0.079
C -1.3352 2.3231 -0.1160 -0.077 0.262 -0.051
C -2.4789 -0.4879 -2.4876 -0.132 -0.045 -0.051
C -0.1317 -2.7612 -2.6927 -0.082 -0.061 -0.038
C -3.2483 4.9332 -2.8965 -0.007 0.020 -0.009
C -2.8940 -2.8472 0.4758 0.011 -0.070 0.029
C -1.3998 0.3425 -3.1128 0.053 0.038 -0.090
C -3.2128 -2.0350 -0.7453 -0.088 0.050 -0.058
C 2.1767 -3.2347 2.0377 -0.013 -0.024 0.070
C -3.8498 3.7400 -2.5269 0.007 -0.002 0.012
C 0.9223 1.9608 2.3545 0.123 0.022 0.080
C 1.2441 0.9750 3.3227 0.055 -0.041 0.069
C 4.1701 -1.8210 2.6723 -0.024 -0.007 -0.025
C 0.0256 -1.9778 -1.4273 0.320 0.049 0.009
H -0.7604 -0.2519 -3.7696 0.020 -0.027 -0.042
H 2.6727 -2.5268 -2.4187 0.006 0.019 -0.035
H -2.4168 -2.2395 1.2481 0.026 0.023 0.023
H -3.8021 -3.2746 0.8979 0.001 -0.010 -0.004
H 3.8539 1.9300 -0.2973 0.011 0.023 0.003
H 2.4731 -3.8023 2.9177 -0.001 -0.024 0.035
H -3.6766 1.9632 -1.3251 -0.040 -0.059 0.034
H -5.7994 -1.1277 -2.7387 -0.075 0.006 -0.025
H -1.1529 -2.7244 -3.0651 0.049 -0.003 0.029
H -1.8356 1.1416 -3.7088 -0.008 0.027 -0.027
H 0.9182 -2.1397 4.4344 0.022 -0.161 -0.021
H -2.2070 -3.6666 0.2505 0.003 0.007 0.002
H 4.4086 -2.5504 3.4348 0.026 -0.043 0.054
H 1.9738 3.6797 1.6492 0.020 0.016 -0.057
H 5.2968 1.0912 1.3761 0.028 0.024 -0.003
H -0.7665 0.7979 -2.3536 0.023 0.025 0.044
H -3.7295 5.5852 -3.6122 -0.028 0.034 -0.040
H 2.2593 -3.9003 1.1759 0.006 -0.037 -0.024
H -4.8035 3.4588 -2.9516 -0.065 -0.012 -0.027
H 0.6096 4.0492 2.6719 0.000 -0.012 0.012
H 0.1614 -0.8933 5.4129 -0.064 0.004 0.030
H 3.2837 0.6405 -1.3525 0.009 -0.029 -0.028
H 3.4032 -2.7072 -0.8156 -0.006 0.004 -0.011
H 0.1443 -3.8013 -2.5136 -0.007 -0.030 -0.011
H 2.1652 1.4047 -0.2362 -0.070 0.036 0.008
H 1.9012 -0.8261 5.1196 0.043 0.027 0.017
H 1.9321 1.2670 4.1018 0.022 0.011 0.028
H 2.1769 -3.8537 -1.3861 -0.015 -0.042 0.018
H -5.2920 -2.5251 -0.7656 -0.035 -0.019 0.013
H -1.5532 6.2190 -2.6311 0.020 0.061 -0.016
H 2.0989 3.4042 3.4039 0.018 0.014 0.021
H -0.4538 4.7223 -0.9902 0.025 0.004 0.013
H 1.1287 -2.9514 2.1383 -0.056 0.023 0.014
H -4.0119 0.2028 -3.8005 -0.014 0.028 -0.057
H 0.5434 -2.3838 -3.4612 0.018 0.029 -0.023
H 5.8411 -0.5638 3.1275 0.053 0.017 0.048
```
Forces are in eV/Å.

Calculated values
2S+1: 2
Molecular weight: 572.212 g/mol
Highest occupied orbital energy (spin up / spin down): -6.98 / -6.96 eV
LUMO level (spin up / spin down): -0.00835 / -0.01013 Ha
Gap between HOMO and LUMO (spin up / spin down): 6.75 / 6.68 eV
Total energy: -3251.006088 Ha

Entry 3:
C32H36F5HoN4Si as an isolated structure, computed with wB97M-V/def2-TZVPD.

Structure (XYZ):
```
79
Properties=species:S:1:pos:R:3:forces:R:3
Ho 0.0821 0.0200 0.2336 -2.303 0.330 -1.360
Si -0.2515 3.2171 -1.2422 -0.635 -0.244 -0.006
F -1.2783 1.1933 4.8327 0.513 -0.215 -0.044
F 2.8210 -2.2006 3.5397 -0.115 0.365 -0.005
F -0.9467 -1.2549 -1.5010 0.203 0.433 -0.356
F -0.3601 1.1120 2.2418 0.745 -0.402 1.539
F 1.8938 -2.0796 6.0546 0.365 -0.047 -0.022
N -0.5453 1.5427 -1.4067 -0.087 -1.204 -0.706
N -0.8262 -1.9593 1.4512 -0.770 -2.061 0.216
N 2.4286 -0.6551 -1.2249 -0.482 0.061 0.049
N 1.8344 -0.1899 1.5762 0.524 -0.260 0.282
C -5.2640 -0.2122 1.0237 -0.282 0.199 0.404
C 1.4500 -0.3237 2.8753 -0.217 -0.197 0.083
C -1.8118 4.2571 -1.0524 -0.034 0.058 -0.180
C -2.9651 -0.9259 1.4073 -2.669 1.277 -0.389
C -1.1522 0.9586 -2.5170 0.704 0.002 1.459
C -1.6080 1.6522 -3.6335 -0.321 0.690 -0.585
C 3.4964 -0.3105 -0.2740 0.334 -0.516 0.065
C 2.6464 -0.1874 -2.6280 0.082 0.583 0.741
C -2.1001 -1.8810 1.9828 2.745 -1.171 0.829
C 3.1632 -0.6306 1.1994 0.520 0.048 0.071
C -4.7928 0.8932 0.2971 0.611 -0.672 -0.107
C 3.3619 -3.0346 -1.3443 -0.796 0.536 0.212
C -2.0786 1.0280 -4.7957 0.561 -0.111 0.498
C -3.4163 1.0174 0.0871 -0.302 0.078 0.037
C -2.1015 -0.3525 -4.8849 -0.363 -0.732 1.378
C -0.3340 -3.8199 2.9514 -1.330 -0.169 -0.633
C -1.3190 -0.4468 -2.5883 0.002 0.668 -0.363
C 2.1256 -2.1149 -1.2263 0.210 0.527 0.193
C 3.2853 1.1907 -2.8025 -0.199 -0.034 0.143
C -4.3549 -1.0956 1.5980 0.137 0.514 -0.464
C -2.4908 0.1244 0.6344 1.825 0.255 -0.498
C 0.3004 0.4026 3.2814 -0.045 0.429 -0.816
C 1.9406 -1.2152 3.8563 -0.197 -0.006 0.387
C -1.7713 -1.0844 -3.6903 -0.346 0.455 -1.724
C 1.4494 -1.1940 5.1612 -0.515 0.978 -0.154
C -0.0830 -3.0522 1.8187 -0.517 0.974 1.069
C -0.1953 0.4491 4.5506 0.677 -0.403 1.157
C 0.6610 3.3222 0.3761 0.007 0.105 0.176
C -2.4684 -2.7152 3.0696 0.974 -0.388 -0.303
C 0.7799 3.8729 -2.6658 0.372 0.502 -0.624
C -1.6082 -3.6836 3.5728 0.885 1.164 -1.168
C 0.4856 -0.2745 5.5721 -1.130 0.275 0.093
H 3.3287 -1.6924 1.4169 -0.043 0.054 -0.197
H 1.5305 4.5959 -2.3131 -0.153 -0.075 0.033
H 3.0083 -4.0467 -1.5139 0.123 -0.179 -0.080
H 0.1887 -0.1545 6.6493 0.258 -0.372 -1.383
H 3.0599 1.5562 -3.8098 0.056 -0.129 0.109
H -2.5027 -0.8989 -5.7433 0.286 0.318 0.281
H -6.3453 -0.3450 1.1870 0.610 -0.007 -0.142
H 4.3656 1.1619 -2.7031 0.153 0.045 0.154
H -1.9243 -4.3041 4.3885 0.082 -0.160 0.329
H 1.4464 4.0588 0.2514 0.297 0.184 0.274
H 3.6834 0.7558 -0.3483 0.003 0.120 -0.106
H 3.9092 -0.0826 1.8092 -0.070 -0.272 -0.221
H -4.6824 -1.9523 2.1533 -0.511 -0.203 0.111
H 4.4406 -0.8518 -0.5385 -0.436 0.504 0.240
H 1.4198 -2.2947 -2.0534 0.136 0.020 0.414
H 1.1431 2.3795 0.6458 0.291 0.080 0.096
H 0.3587 -4.6008 3.2267 -0.009 -0.048 0.032
H -1.8678 -2.1478 -3.6550 -0.030 -0.551 -0.082
H -2.3774 4.0284 -0.1332 0.204 -0.073 -0.421
H 3.2399 -0.9098 -3.1729 0.163 -0.339 -0.252
H 0.1627 4.4337 -3.4013 0.330 -0.445 0.306
H 1.6240 -2.2869 -0.2503 0.130 -0.350 -0.579
H 3.9966 -2.7167 -2.1800 -0.004 -0.193 0.291
H -3.4188 -2.5705 3.5264 -0.512 0.014 0.185
H -2.3571 1.6719 -5.6119 -0.182 -0.064 -0.285
H 1.6679 -0.1184 -3.0709 -0.510 -0.286 -0.279
H -1.5023 5.3004 -0.9822 -0.018 0.210 0.006
H -1.5953 2.7548 -3.6019 0.091 -0.691 -0.040
H -3.0430 1.8278 -0.5489 -0.218 -0.217 0.237
H 3.8896 -3.0053 -0.3890 0.288 -0.133 -0.298
H 0.7626 -3.3095 1.1979 0.335 0.361 0.133
H -5.4668 1.5946 -0.1781 -0.163 -0.009 0.129
H -2.4718 4.1819 -1.9323 0.096 -0.026 0.369
H 1.3574 3.0864 -3.1962 -0.603 0.402 0.250
H 2.8712 1.9264 -2.1061 0.070 -0.143 -0.026
H 0.0182 3.6145 1.2139 0.119 -0.024 -0.160
```
Forces are in eV/Å.

Calculated values
2S+1: 5
Molecular weight: 764.674 g/mol
Highest occupied orbital energy (spin up / spin down): -7.17 / -7.19 eV
LUMO level (spin up / spin down): 0.00439 / 0.00446 Ha
Relative energy (zero: lowest compared OMol25 entry of this formula, charge and spin): 42.8 kcal per mole
Gap between HOMO and LUMO (spin up / spin down): 7.28 / 7.31 eV
Total energy: -3196.923021 Ha